<one>
Entry from the Open Molecules 2025 dataset: a cluster of 8 separate species, C37H40N7O15 in total (ωB97M-V/def2-TZVPD).

Atoms and positions in Å:
O  2.815  -0.895  -3.052
O  0.127  1.478  -0.429
O  1.476  -5.010  3.387
O  2.072  -1.198  5.130
O  -4.320  -4.803  -3.854
O  -2.382  4.227  -7.827
O  -5.931  8.888  1.931
O  -0.687  2.337  1.527
O  1.169  -1.264  -1.673
O  -6.106  -4.240  -2.644
O  3.777  2.412  -1.619
O  -0.488  0.130  1.217
O  -2.252  1.956  -7.907
O  -4.757  8.774  3.732
O  5.970  1.988  -2.044
N  0.098  -4.677  1.521
N  -0.117  -1.442  5.182
N  -2.002  3.134  -7.281
N  -4.920  8.409  2.591
N  -4.854  -4.077  -2.922
N  2.344  -1.469  -2.122
N  4.863  1.968  -1.399
C  0.320  -6.021  1.015
C  -0.618  1.846  -5.599
C  -4.202  -2.878  -2.330
C  0.290  1.811  -4.374
C  3.618  0.903  0.696
C  3.231  -2.354  -1.431
C  -1.182  3.157  -6.121
C  1.070  -1.797  5.548
C  0.769  -4.249  2.571
C  -1.374  -2.219  5.622
C  -4.262  4.999  0.475
C  2.910  -3.154  -0.078
C  4.786  -2.385  -1.774
C  3.541  -0.084  1.838
C  6.248  0.596  0.428
C  -4.348  7.075  1.983
C  0.458  3.146  -3.597
C  4.901  -0.669  2.187
C  6.131  -0.364  1.560
C  -3.019  4.504  1.154
C  4.904  1.129  -0.129
C  -2.253  -1.198  -1.973
C  -5.123  -1.961  -1.319
C  -2.756  -2.484  -2.650
C  -2.509  5.202  2.212
C  -0.406  -0.540  4.153
C  3.877  -4.110  0.503
C  -3.160  6.540  2.810
C  -3.022  -0.365  -1.171
C  -0.874  4.379  -5.393
C  -4.336  -0.657  -0.840
C  5.709  -3.306  -1.078
C  -0.933  -3.728  0.904
C  -4.996  6.185  0.823
C  -0.030  4.357  -4.096
C  5.314  -4.127  0.040
C  -0.268  1.287  0.859
H  2.506  -0.143  2.362
H  1.317  -6.060  1.020
H  1.903  -3.207  0.433
H  1.069  3.269  -2.507
H  -6.081  -2.252  -1.160
H  -1.179  -1.017  3.477
H  1.052  -2.608  6.298
H  -4.478  4.192  -0.324
H  -1.528  4.910  2.605
H  -1.256  -2.923  6.326
H  -1.106  5.429  -5.685
H  -0.875  0.316  4.357
H  0.715  -2.976  2.871
H  -2.853  6.919  3.677
H  6.940  -0.745  2.080
H  -0.167  -6.843  1.587
H  -2.148  -1.602  5.891
H  6.001  -4.845  0.398
H  -0.807  0.779  -6.158
H  0.213  0.778  -1.049
H  0.744  0.896  -3.715
H  3.553  -4.786  1.465
H  0.160  5.394  -3.601
H  -2.666  3.552  0.805
H  6.744  -3.648  -1.229
H  -1.743  -4.061  1.335
H  -5.889  6.467  0.390
H  0.025  -6.379  -0.132
H  2.765  1.397  0.450
H  -1.203  -0.872  -2.304
H  7.073  0.849  -0.095
H  5.025  -1.742  -2.635
H  -1.940  -2.762  4.826
H  0.315  -0.215  3.591
H  -1.006  -3.956  0.062
H  -4.839  -0.054  -0.248
H  -0.732  -2.558  1.009
H  4.827  -1.341  2.949
H  -2.593  0.589  -0.954
H  -2.159  -3.230  -3.344

LUMO level in eV: 0.13
Orbital gap in eV: 5.786
HOMO energy in eV: -5.658
Net charge: -1

Just the Mulliken charges please, in e? Sure, here they are: O -0.63; O -0.19; O -0.71; O -0.62; O -0.54; O -0.52; O -0.56; O -0.79; O -0.39; O -0.54; O -0.55; O -0.42; O -0.53; O -0.52; O -0.61; N 0.18; N 0.21; N 0.79; N 0.80; N 0.78; N 1.01; N 1.01; C -0.87; C -0.26; C 0.08; C -0.17; C -0.62; C -0.30; C 0.04; C 0.23; C 0.39; C -1.10; C -0.31; C 0.34; C -0.37; C 0.04; C -0.91; C 0.18; C 0.15; C -0.66; C -0.46; C -0.07; C 0.01; C 0.47; C -0.74; C -0.51; C -0.24; C -1.00; C -0.32; C -0.62; C -0.25; C -0.25; C -0.66; C -0.66; C -2.16; C -0.55; C -0.40; C -0.39; C 0.36; H 0.19; H 0.36; H 0.20; H 0.01; H 0.60; H 0.20; H 0.23; H 0.25; H 0.37; H 0.45; H 0.36; H 0.69; H 0.06; H 0.50; H 0.50; H 0.32; H 0.46; H 0.50; H 0.28; H 0.15; H 0.20; H 0.18; H 0.28; H 0.24; H 0.28; H 0.86; H 0.49; H 0.24; H 0.77; H -0.01; H 0.60; H 0.44; H 0.29; H -0.03; H 1.10; H 0.63; H 0.35; H 0.62; H 0.37; H 0.31


<two>
Entry from the Open Molecules 2025 dataset: a cluster of 8 separate species, C37H40N7O15 in total (ωB97M-V/def2-TZVPD).

Atoms and positions in Å:
O  0.209  -1.048  -0.477
O  -0.652  0.814  0.269
O  -1.662  -0.407  -1.211
O  2.824  -3.754  5.291
O  -2.997  4.440  -1.517
O  -4.710  4.257  -2.937
O  2.215  1.147  2.146
O  1.317  1.340  -6.429
O  -5.962  -2.940  5.676
O  2.381  -5.837  5.796
O  2.658  8.464  -2.195
O  -4.512  -1.497  6.500
O  1.889  0.063  4.089
O  3.220  7.338  -0.349
O  5.758  2.117  -1.146
N  -4.110  3.949  -1.921
N  -0.653  0.288  -6.030
N  2.515  0.329  2.951
N  2.603  7.440  -1.409
N  -5.001  -2.178  5.492
N  2.163  -4.843  5.096
N  4.032  0.899  -1.896
C  -0.698  -0.211  -0.479
C  1.010  6.271  -3.013
C  3.606  -0.347  -2.608
C  -6.440  1.446  0.067
C  -4.618  2.851  -1.075
C  -1.721  -0.640  -6.535
C  -0.588  -6.128  2.676
C  0.329  0.633  -6.858
C  0.558  -4.170  1.564
C  1.361  -3.831  2.804
C  -6.143  2.558  -0.882
C  -4.735  -2.681  2.928
C  1.315  5.356  -0.466
C  -4.030  -2.659  1.664
C  -0.019  3.950  -2.222
C  1.782  6.333  -1.641
C  -2.547  -2.304  1.797
C  -3.997  0.947  0.754
C  4.417  -1.354  3.738
C  2.914  1.722  -1.412
C  4.770  -2.016  0.792
C  -1.900  -1.908  2.949
C  1.299  -4.909  3.975
C  3.597  -0.609  2.697
C  -4.206  -2.236  4.268
C  -3.570  1.868  -0.410
C  -5.447  0.727  0.805
C  5.298  1.098  -1.695
C  -0.495  -5.245  1.580
C  -0.670  0.775  -4.610
C  5.433  -2.902  1.837
C  0.173  5.032  -3.276
C  3.790  -0.933  1.255
C  -2.653  -1.865  4.293
C  0.605  4.127  -0.873
C  0.332  -6.047  3.916
C  5.297  -2.564  3.264
H  -1.216  -5.251  0.837
H  3.179  2.238  -0.538
H  -3.372  0.494  1.209
H  -2.300  -0.488  -5.544
H  -1.584  0.526  -3.829
H  -0.067  0.210  -3.957
H  -0.350  4.940  -4.276
H  -0.940  -1.393  2.964
H  2.860  2.554  -2.094
H  3.271  -0.002  -3.452
H  0.439  0.303  -7.837
H  -0.653  3.048  -2.399
H  -2.009  -2.320  0.713
H  1.971  1.277  -1.275
H  1.148  6.813  -3.802
H  -5.676  -0.240  1.370
H  0.494  3.486  -0.168
H  -2.043  -0.357  -7.450
H  3.196  -0.412  0.492
H  4.900  -2.066  -0.352
H  -2.703  1.964  -0.725
H  0.233  0.823  0.615
H  0.317  -6.900  4.748
H  1.798  5.428  0.489
H  5.478  -3.308  3.917
H  -0.329  2.002  -4.513
H  -4.487  -2.847  0.816
H  4.488  -0.833  -2.807
H  -2.371  -1.677  5.382
H  6.004  0.164  -1.999
H  6.143  -3.648  1.399
H  -5.805  -2.933  3.033
H  4.434  -1.008  4.804
H  0.608  -3.261  0.996
H  -1.284  -7.044  2.575
H  2.923  -1.207  -2.245
H  -6.736  3.120  -1.244
H  1.925  -2.918  3.193
H  -1.331  -1.369  -6.550
H  -7.488  1.571  0.146

LUMO level in eV: 0.40
Orbital gap in eV: 6.067
HOMO energy in eV: -5.667
Net charge: -1

Just the Mulliken charges please, in e? Sure, here they are: O -0.74; O -0.39; O -0.74; O -0.56; O -0.52; O -0.58; O -0.62; O -0.63; O -0.52; O -0.58; O -0.59; O -0.55; O -0.56; O -0.57; O -0.63; N 0.94; N 0.20; N 1.08; N 0.91; N 0.81; N 0.88; N 0.27; C 0.84; C -0.72; C -1.54; C -0.44; C 0.09; C -1.27; C -0.41; C -0.09; C -0.86; C 0.44; C -1.08; C -0.47; C -0.74; C -1.10; C 0.31; C 0.15; C 0.14; C -0.93; C -0.30; C -1.55; C -0.36; C -0.33; C -0.08; C -0.05; C 0.21; C -0.07; C -0.21; C 0.27; C -0.51; C -0.68; C -0.49; C -0.49; C 0.34; C -0.50; C -0.99; C -0.35; C -0.71; H 0.61; H 0.53; H 1.30; H 0.24; H 0.13; H 0.36; H 0.33; H 0.66; H 0.78; H 0.76; H 0.45; H 0.20; H 0.14; H 0.28; H 0.57; H 0.14; H 1.26; H 0.40; H 0.14; H 0.25; H 0.24; H 0.08; H 0.29; H 0.41; H 0.52; H 0.17; H 0.80; H 0.51; H 0.35; H 0.16; H 0.36; H 0.37; H 0.37; H 0.57; H 0.26; H 0.17; H 0.82; H 0.31; H 0.68; H 0.29


Ranking the structures above by energy, <one> is first and the second is 2.100 eV behind.